C37H62FIN6O37PS8 as an isolated structure at a distorted geometry. Source: OMol25; level of theory: ωB97M-V with the def2-TZVPD basis set.

Geometry as XYZ:
```
153
Properties=species:S:1:pos:R:3:forces:R:3
C -5.450892 0.246712 -3.133969 -1.341 -0.207 -0.301
C -4.108745 -0.637116 -2.923560 -1.724 -0.469 -1.148
C -2.724764 -0.029576 -3.538596 -1.176 -1.045 -2.964
C -2.913062 1.150209 -4.626382 -0.650 0.676 -0.659
C -3.665982 0.449853 -5.928592 -0.297 0.811 0.108
C -5.052817 1.222464 -6.325949 -4.181 -2.733 -1.050
N -5.262913 2.693582 -6.227926 -0.272 -2.501 1.094
O -6.053101 0.478312 -6.716161 5.187 3.606 1.616
N -1.644188 0.085840 -2.494500 -0.068 0.254 -0.095
N -1.184009 -1.255446 -2.361774 0.880 -2.027 -0.030
P -0.110091 0.889387 -3.070654 5.429 1.866 -0.102
N 1.246338 0.256266 -2.518525 -1.646 0.835 -0.472
C -2.127833 0.661905 -1.134035 -2.404 0.993 -0.475
C -2.741004 2.129068 -1.510006 -2.125 1.378 -1.189
C -2.678319 3.322220 -0.442406 5.515 4.101 1.561
O -1.554620 3.979032 -0.371930 -6.620 -3.962 -0.430
F -3.736939 3.841927 0.388010 2.436 -2.104 -2.778
O -0.898514 0.842503 -0.470466 0.947 0.122 2.676
C -0.727750 1.181869 0.853316 -2.704 0.989 5.792
N -0.851499 1.441119 2.071633 1.258 -1.779 -8.711
C -3.240411 -0.395627 -0.535158 -1.067 -0.567 1.663
I -4.901920 0.707368 0.551753 0.370 0.939 0.252
C -2.816417 -1.304042 0.732237 0.080 -1.007 1.410
C -1.769618 -2.498329 0.552781 1.201 -0.973 0.817
C -0.227428 -2.169329 1.048811 -1.355 -1.431 0.213
C -0.115214 -1.837147 2.625307 4.883 2.080 2.625
O 1.039583 -1.382642 3.041818 -5.887 -2.117 -2.163
O -1.143227 -2.030835 3.613114 2.103 1.198 -2.318
N -4.069892 -1.090162 -1.520868 2.624 -1.201 -0.957
C -4.483447 -2.467468 -1.338670 -2.939 -5.501 1.845
C -3.815271 -3.801777 -1.968532 -1.984 0.230 1.770
C -4.351805 -5.278146 -1.715518 -1.835 2.598 1.422
C -5.651760 -5.554611 -0.834446 1.794 4.851 -0.941
C -6.377986 -4.253545 -0.212398 3.176 0.113 -2.226
C -5.804071 -2.756948 -0.441225 1.220 -2.962 -1.517
H -6.156336 0.092259 -2.208607 1.587 0.362 -1.732
H -6.075878 -0.154441 -4.044518 1.419 0.812 1.602
H -5.315708 1.371393 -3.305768 -0.098 -1.570 0.396
H -4.358630 -1.612313 -3.538557 0.850 1.994 1.242
H -2.345409 -0.887639 -4.257597 -0.416 1.658 1.766
H -3.514676 2.079668 -4.235037 1.097 -2.009 -0.716
H -1.954369 1.588293 -5.088532 -1.229 -0.815 1.217
H -3.944452 -0.646076 -5.692504 0.173 1.921 -0.463
H -2.937773 0.414637 -6.847481 -1.476 0.295 1.743
H -6.262536 2.834901 -6.513133 1.216 -0.243 0.224
H -5.217184 2.961121 -5.211453 0.219 -0.143 -1.398
H -0.583885 -1.508155 -3.191888 -0.901 0.426 0.843
H -0.540779 -1.385198 -1.571901 -0.218 0.661 -0.054
H -0.030141 0.756991 -4.523351 -1.215 -0.225 1.201
H -0.071881 2.305211 -2.712804 -0.978 -0.952 -0.679
H 1.775475 0.996571 -2.022027 -0.440 -0.805 0.020
H -3.858103 2.086634 -1.873333 2.076 -0.501 0.969
H -2.212392 2.627518 -2.437490 -0.585 -1.154 2.091
H -2.466671 -0.690814 1.675225 -0.602 -0.698 -2.224
H -3.797117 -1.790578 1.169187 1.864 1.010 -1.367
H -1.674380 -2.973091 -0.491971 -0.537 0.931 1.598
H -2.109194 -3.370421 1.264269 0.480 1.703 -1.454
H 0.300734 -1.374814 0.400560 -0.710 -0.969 1.517
H 0.365611 -3.169238 0.879878 -0.993 1.957 0.524
H -0.839587 -1.479454 4.399322 -0.188 -1.077 -1.188
H -2.865511 -3.615231 -2.619803 -1.899 -0.619 1.255
H -3.784596 -6.190116 -2.183601 -1.164 2.112 0.940
H -6.033091 -6.633781 -0.699510 0.623 2.104 -0.136
H -7.338979 -4.414950 0.404222 1.884 0.470 -1.107
H -6.414932 -1.891170 0.050353 1.404 -1.755 -1.084
C 4.301884 2.855483 -2.916027 0.285 0.129 0.937
C 5.722627 2.864860 -3.464442 -0.099 0.690 0.125
O 5.781051 1.760538 -4.367265 -1.168 -0.384 -0.488
S 4.321269 1.556028 -5.050549 0.562 0.334 0.748
O 4.331882 2.203681 -6.334318 -0.349 -0.783 0.936
O 3.921085 0.189092 -4.867567 0.294 1.125 -0.631
O 3.472796 2.487877 -4.019320 0.344 -0.374 -1.015
H 4.185366 2.100030 -2.136696 0.065 0.341 -0.164
H 4.004653 3.830259 -2.523374 -0.076 -0.025 -0.370
H 6.472448 2.760363 -2.678707 -0.076 -0.281 -0.203
H 5.919047 3.777758 -4.035339 -0.004 -0.026 0.107
C 5.534308 -3.119453 -1.602319 0.473 -0.438 0.416
C 5.650546 -2.353032 -0.291819 -0.611 -0.477 0.009
O 6.372633 -1.165446 -0.619056 0.158 0.336 -1.253
S 6.011501 -0.729482 -2.143011 0.219 -0.777 0.204
O 4.987667 0.281817 -2.089755 1.073 -1.036 -0.033
O 7.236879 -0.562965 -2.871077 -1.245 0.318 0.687
O 5.319913 -2.125505 -2.605068 0.065 1.158 0.290
H 6.465138 -3.644476 -1.836653 -0.083 0.005 0.043
H 4.708625 -3.833530 -1.590472 0.017 0.259 -0.158
H 6.172518 -2.921475 0.477383 0.043 0.346 -0.261
H 4.665074 -2.057338 0.080858 0.093 -0.125 0.051
C 1.474017 1.949943 5.971342 0.888 0.306 -0.246
C 2.149249 0.637990 5.600074 -0.629 0.029 -0.627
O 2.364868 -0.034595 6.840280 -0.412 0.467 0.888
S 1.167176 0.356823 7.868520 0.136 0.101 -0.095
O 0.182169 -0.689949 7.830674 0.736 0.946 0.277
O 1.753976 0.832360 9.089090 -0.632 -0.718 -0.976
O 0.584746 1.629515 7.041860 0.021 -1.055 0.376
H 2.201514 2.677589 6.339703 -0.146 -0.118 -0.132
H 0.922526 2.381208 5.133633 -0.096 -0.069 0.259
H 3.093557 0.789844 5.074912 -0.023 -0.109 0.278
H 1.489130 0.015513 4.988225 0.167 0.058 -0.063
C 4.632262 -0.787070 -7.737434 0.329 -0.106 0.622
C 6.053660 -0.778243 -8.284023 -0.121 0.712 0.033
O 6.111869 -1.882942 -9.185518 -0.922 -0.462 -0.103
S 4.650103 -2.085936 -9.869474 0.109 0.079 -0.149
O 4.660426 -1.440506 -11.153132 -0.239 -0.811 1.104
O 4.249097 -3.452286 -9.685951 0.399 1.161 -0.403
O 3.803322 -1.154381 -8.840462 0.541 -0.282 -0.808
H 4.515016 -1.544194 -6.956401 0.053 0.094 -0.016
H 4.334943 0.187633 -7.345184 -0.065 -0.309 -0.438
H 6.802735 -0.882647 -7.497425 -0.064 -0.232 -0.191
H 6.251038 0.134467 -8.854970 -0.020 -0.010 0.114
C 0.925451 7.025585 8.384037 -0.474 0.487 0.128
C -0.221776 6.391529 7.607819 0.207 -0.650 0.588
O 0.197297 6.404606 6.242077 4.685 -4.209 5.677
S 1.815556 6.237419 6.189170 -0.562 0.124 0.769
O 2.112089 4.852822 5.937686 0.217 1.162 -0.098
O 2.358707 7.304451 5.400227 -0.335 -1.329 0.560
O 2.115172 6.549627 7.756613 -0.043 -0.515 -0.746
H 0.906224 8.116094 8.296964 -0.043 -0.075 0.022
H 0.913627 6.746005 9.439333 0.214 -0.092 -0.203
H -1.158693 6.939028 7.726896 0.138 0.057 -0.339
H -0.369381 5.348629 7.906559 -0.065 0.093 0.135
C -1.880922 7.804158 1.796237 0.126 -0.099 -0.486
C -1.556398 6.342784 2.088820 -0.685 0.005 0.019
O -0.305043 6.369239 2.770633 0.316 0.792 0.162
S -0.206725 7.733301 3.650445 -0.298 0.636 0.168
O -0.580295 7.412927 5.006201 -2.630 4.967 -7.058
O 1.015516 8.404117 3.312951 -1.213 -0.714 0.347
O -1.445434 8.526884 2.948284 0.179 -0.613 0.017
H -1.317169 8.168332 0.931877 -0.063 -0.072 0.001
H -2.947696 7.963831 1.626580 0.144 0.084 0.220
H -1.486557 5.740799 1.181054 0.240 0.104 0.230
H -2.298975 5.901358 2.761233 -0.034 0.037 -0.091
C -6.562932 -8.430036 4.274677 -0.626 -0.404 0.025
C -6.385635 -9.086226 2.911607 0.463 -0.497 0.417
O -6.475019 -8.017048 1.970358 -0.084 0.998 0.372
S -5.879271 -6.664051 2.648304 0.183 -0.230 0.273
O -4.515893 -6.510460 2.220764 -1.281 0.224 0.365
O -6.860001 -5.622899 2.520702 0.970 -0.800 -0.103
O -5.872260 -7.183384 4.188132 0.298 0.220 -1.061
H -7.617542 -8.221726 4.478196 0.070 -0.068 -0.010
H -6.151297 -9.038613 5.082128 0.116 0.268 -0.106
H -7.147351 -9.841199 2.710840 0.003 0.286 -0.146
H -5.393007 -9.537373 2.817071 -0.095 -0.020 0.060
C 6.730735 -1.727244 5.149283 0.512 -0.084 0.577
C 7.801895 -2.415999 4.313895 0.146 0.708 -0.195
O 7.230277 -3.667719 3.935861 -1.055 -0.074 0.179
S 5.623187 -3.486577 3.767310 0.097 -0.084 0.651
O 5.336550 -3.289723 2.370900 -0.114 -0.352 1.336
O 4.967865 -4.482961 4.564513 0.548 0.817 -1.153
O 5.491475 -2.051306 4.518513 0.114 -0.703 -0.887
H 6.708467 -2.124904 6.168230 0.040 0.055 -0.073
H 6.868519 -0.644848 5.185568 -0.222 -0.148 -0.142
H 8.729046 -2.567591 4.868746 -0.200 -0.242 -0.078
H 8.013265 -1.851463 3.400274 0.035 0.030 0.106
```
Forces are in eV/Å.

E = -230827.4242 eV
2S+1 = 1
Frontier orbital gap = 7.4 eV
Charge = +1
Relative energy (zero: lowest compared OMol25 entry of this formula, charge and spin) = 0.000 eV

Results of the Mulliken charge analysis, in e, for atoms 1 through 5:
1. C -1.03
2. C -0.26
3. C -0.81
4. C -0.14
5. C -0.60